{
  "formula": "C19H21N3OS4Sc",
  "method": "the ωB97M-V functional and the def2-TZVPD basis",
  "elements": ["Sc", "S", "C", "S", "S", "S", "C", "N", "C", "C", "C", "C", "C", "C", "H", "H", "H", "H", "H", "N", "C", "N", "O", "H", "H", "H", "H", "C", "C", "C", "C", "C", "C", "C", "C", "C", "C", "H", "H", "H", "H", "H", "H", "H", "H", "H", "H", "H", "H"],
  "xyz": [[-0.023292, -0.107692, 0.007805], [-1.755204, 4.130950, -0.095994], [-1.448246, 2.495460, -0.068283], [-1.234288, 1.608390, 1.448943], [-1.215249, 1.535070, -1.513850], [4.217023, 1.346972, -0.784628], [2.452628, 1.287529, -0.724005], [1.983932, 0.000631, -0.452058], [3.003788, -0.848772, -0.113920], [2.823249, -2.157252, 0.364571], [3.963913, -2.919696, 0.606218], [5.244867, -2.405854, 0.434944], [5.422014, -1.087116, 0.019422], [4.304218, -0.321808, -0.251802], [1.896396, 1.961767, -1.360745], [0.969229, -1.947511, 1.405802], [3.868460, -3.948602, 0.924321], [6.106544, -3.032777, 0.633554], [6.416332, -0.671493, -0.098238], [-3.439315, -2.476288, -0.891439], [-2.759463, -1.489170, -0.251575], [-3.452490, -0.495854, 0.295917], [-1.513437, -1.595493, -0.149053], [-4.409206, -2.366592, -1.122415], [-2.891030, -3.118385, -1.434300], [-4.394291, -0.308705, 0.004731], [-2.904203, 0.265851, 0.718134], [1.525521, -4.249168, 2.482462], [1.103991, -4.047789, 1.021477], [-0.415686, -4.284306, 0.959732], [1.392856, -2.591226, 0.603657], [1.754422, -5.046335, 0.062885], [2.356965, -6.219405, 0.507524], [2.904303, -7.132872, -0.388293], [2.859010, -6.889005, -1.751668], [2.259064, -5.721707, -2.209846], [1.713792, -4.817383, -1.312925], [1.042488, -3.484290, 3.095104], [2.600804, -4.162120, 2.632041], [1.198928, -5.222436, 2.856754], [-0.943161, -3.561826, 1.586192], [-0.647339, -5.294372, 1.307320], [-0.785249, -4.175255, -0.060765], [0.812846, -2.366124, -0.302239], [2.422397, -6.426542, 1.568771], [3.374718, -8.033777, -0.012577], [3.293284, -7.593556, -2.450519], [2.228046, -5.507089, -3.271729], [1.270020, -3.903980, -1.694418]],
  "forces_ev_per_a": [[-0.975, 0.281, 0.311], [0.011, -0.268, -0.020], [-0.057, 0.428, 0.048], [-0.067, 0.041, -0.135], [-0.085, 0.081, 0.093], [-0.056, -0.082, 0.015], [0.309, -0.323, -0.068], [1.244, 0.131, -0.064], [-0.034, 0.279, -0.046], [-0.045, -0.133, 0.053], [-0.025, -0.024, 0.013], [-0.015, 0.011, -0.004], [-0.024, 0.070, -0.043], [0.054, 0.000, -0.021], [-0.098, -0.049, 0.059], [-0.011, 0.000, -0.053], [-0.011, 0.020, 0.020], [-0.045, 0.028, -0.008], [-0.030, -0.017, 0.011], [-0.077, -0.068, -0.068], [0.240, -0.128, -0.008], [0.010, 0.004, 0.084], [-0.616, -0.332, -0.054], [0.003, 0.008, -0.028], [0.013, 0.019, -0.018], [-0.025, -0.002, 0.010], [0.075, 0.107, 0.027], [0.005, -0.004, 0.021], [0.001, -0.036, 0.068], [0.017, -0.004, -0.028], [0.269, 0.084, -0.071], [-0.026, 0.004, 0.030], [0.007, -0.043, -0.009], [-0.027, 0.049, 0.002], [-0.021, 0.038, 0.020], [0.022, -0.030, 0.015], [0.000, 0.029, -0.030], [0.013, -0.033, -0.013], [0.001, 0.004, -0.015], [0.009, 0.036, -0.005], [0.014, -0.019, -0.011], [0.004, 0.022, -0.012], [0.005, 0.002, 0.030], [0.053, -0.156, -0.111], [-0.007, 0.006, -0.052], [-0.006, 0.011, -0.002], [-0.010, 0.015, 0.014], [-0.004, -0.007, 0.032], [0.018, -0.051, 0.023]],
  "orbital_gap_ev": [4.50, 4.18],
  "total_charge": -1,
  "e_homo_ev": [-2.311, -1.958]
}

---

{
  "formula": "C4H10Si",
  "method": "the ωB97M-V functional and the def2-TZVPD basis",
  "elements": ["C", "C", "C", "C", "Si", "H", "H", "H", "H", "H", "H", "H", "H", "H", "H"],
  "xyz": [[0.523790, 1.408976, -0.349235], [-0.181508, 0.976647, -1.226393], [1.369567, 1.936098, 0.699781], [0.003835, -2.100629, 1.637799], [-1.386379, 0.154466, -2.351635], [1.055603, -2.341001, 1.555934], [2.115857, 2.616670, 0.291126], [0.757447, 2.476104, 1.423404], [1.878907, 1.118388, 1.210909], [-0.361689, -2.412019, 2.606709], [-0.136691, -1.035432, 1.514550], [-0.542646, -2.618303, 0.860761], [-1.639420, 1.013017, -3.514672], [-2.625990, -0.055443, -1.592759], [-0.830682, -1.137541, -2.766278]],
  "forces_ev_per_a": [[-0.135, -0.057, -0.352], [-0.367, -0.304, -0.159], [0.063, 0.054, 0.195], [0.010, -0.008, -0.036], [0.468, 0.369, 0.465], [0.215, -0.039, -0.023], [0.018, 0.006, 0.039], [0.108, 0.018, 0.050], [0.040, 0.065, 0.049], [-0.089, -0.053, 0.206], [-0.026, 0.238, -0.014], [-0.111, -0.122, -0.151], [-0.052, 0.019, -0.140], [-0.156, -0.043, -0.010], [0.015, -0.145, -0.119]],
  "orbital_gap_ev": 10.84,
  "smiles": "CC#C[SiH3].C",
  "e_homo_ev": -9.905
}

---

{
  "formula": "C24H19FIrN3O3Se2",
  "method": "the ωB97M-V functional and the def2-TZVPD basis",
  "elements": ["Ir", "Se", "Se", "C", "C", "C", "C", "C", "N", "C", "C", "C", "C", "C", "N", "H", "H", "H", "H", "H", "H", "H", "H", "C", "C", "C", "C", "C", "C", "C", "F", "C", "C", "C", "O", "C", "C", "N", "C", "C", "O", "O", "H", "H", "H", "H", "H", "H", "H", "H", "H", "H", "H"],
  "xyz": [[1.028709, 1.328347, -2.176087], [1.894585, 2.288018, -4.319472], [1.613318, 3.757895, -2.415561], [-0.333635, 3.690934, -2.460477], [-1.203932, 4.730216, -2.653704], [-2.567611, 4.423326, -2.603752], [-2.969363, 3.120287, -2.380333], [-2.012115, 2.125606, -2.200411], [-0.718290, 2.422998, -2.232551], [3.382084, 1.278120, -3.574928], [4.632666, 1.122287, -4.109223], [5.493526, 0.245808, -3.439722], [5.061207, -0.403625, -2.300371], [3.770594, -0.177975, -1.826918], [2.956584, 0.651056, -2.465281], [-0.850851, 5.735480, -2.836008], [-3.299571, 5.205876, -2.751192], [-4.017287, 2.858466, -2.351864], [-2.274634, 1.088547, -2.039430], [4.932285, 1.644107, -5.007192], [6.493308, 0.082234, -3.818602], [5.709361, -1.085196, -1.768650], [3.380621, -0.656312, -0.939165], [-3.556644, -2.574082, 2.283527], [-2.145940, -3.128754, 2.148639], [-1.528761, -3.586682, 3.459693], [-1.360783, -2.414477, 4.414285], [-0.630612, -1.281435, 3.744497], [0.039583, -0.337279, 4.485749], [0.736316, 0.695736, 3.858647], [1.365794, 1.585495, 4.625167], [0.804208, 0.811964, 2.500740], [0.131939, -0.137885, 1.717007], [0.191524, -0.060632, 0.273988], [0.879653, 0.921812, -0.214503], [-0.480535, -1.035294, -0.467890], [-1.197873, -2.005668, 0.223562], [-1.264253, -2.088639, 1.536222], [-0.592873, -1.169816, 2.337105], [-0.496427, -1.195001, -1.963763], [-1.201742, -2.035976, -2.464445], [0.298188, -0.442889, -2.698963], [-4.201023, -3.323015, 2.742834], [-3.971529, -2.326507, 1.306245], [-3.579794, -1.676202, 2.901635], [-2.143692, -3.957002, 1.440685], [-0.559561, -4.049160, 3.259860], [-2.168358, -4.352938, 3.895824], [-0.808052, -2.721271, 5.301652], [-2.334068, -2.063119, 4.765506], [0.045152, -0.389352, 5.567304], [1.364404, 1.611489, 2.041027], [-1.735804, -2.749940, -0.350956]],
  "forces_ev_per_a": [[0.081, -0.105, 0.055], [-0.015, 0.030, 0.032], [0.025, 0.077, -0.032], [-0.031, 0.004, -0.020], [0.027, 0.008, 0.009], [-0.013, -0.028, 0.008], [-0.001, 0.041, -0.004], [0.005, 0.003, 0.022], [-0.025, -0.011, -0.045], [0.058, -0.026, 0.013], [-0.011, 0.005, -0.016], [0.005, -0.003, 0.002], [-0.010, 0.005, -0.004], [0.005, -0.019, 0.006], [-0.056, 0.058, -0.026], [0.006, -0.003, -0.004], [-0.004, -0.002, 0.003], [0.001, -0.004, 0.002], [0.007, -0.006, -0.010], [0.001, 0.002, 0.002], [0.000, -0.003, 0.001], [-0.001, -0.001, 0.002], [0.004, 0.001, 0.002], [-0.004, 0.000, -0.001], [0.004, 0.006, -0.003], [-0.003, 0.000, -0.001], [0.000, 0.000, -0.002], [0.011, 0.020, 0.001], [-0.006, -0.012, -0.002], [0.003, 0.005, 0.009], [0.001, 0.001, -0.002], [-0.001, 0.000, -0.004], [-0.029, -0.031, 0.010], [0.048, 0.018, -0.019], [-0.044, -0.031, -0.022], [0.002, 0.033, 0.048], [-0.009, -0.017, -0.010], [-0.007, -0.002, 0.001], [0.002, -0.003, -0.008], [0.051, 0.012, -0.039], [-0.006, -0.021, 0.012], [-0.073, 0.001, 0.031], [-0.001, 0.001, 0.000], [0.001, -0.001, 0.000], [0.002, -0.001, 0.001], [0.003, -0.002, 0.001], [0.000, 0.000, 0.000], [0.001, 0.001, 0.001], [-0.001, -0.001, 0.000], [-0.001, 0.000, -0.002], [0.001, 0.002, 0.000], [0.000, 0.001, 0.000], [-0.001, 0.002, 0.003]],
  "orbital_gap_ev": 5.81,
  "total_charge": 2,
  "e_homo_ev": -13.868
}

---

Looking at max |F| for the records above, in order, we have 1.25, 0.76, 0.14 eV/Å.
Looking at energy above the lowest of the compared OMol25 structures with the same formula, charge and spin for the records above, in order, we have 0.0, 8.6, 0.0 kcal/mol.